(1)
Below is a 15-piece molecular cluster, C62H162N8O23 overall at a distorted geometry, with properties calculated with ωB97M-V/def2-TZVPD.

Values from the calculation:
ΔE to the lowest compared entry with this formula, charge and spin in eV: 2.5516
Spin multiplicity: 1
LUMO in eV: 0.5
E_HOMO in eV: -8.81
Max |F| in eV/Å: 2.96
Total energy in hartree: -4627.46121

Last column: Löwdin charge in e.
Atoms and positions in Å:
1 C 4.210 -14.464 -4.829  -0.13
2 O 3.878 -13.165 -4.619  -0.19
3 C 3.568 -12.335 -5.710  -0.19
4 C 3.374 -10.834 -5.358  -0.15
5 N 4.654 -10.136 -5.174  -0.06
6 C 5.505 -10.579 -4.093  -0.17
7 C 4.773 -10.598 -2.690  -0.17
8 O 4.195 -9.288 -2.472  -0.22
9 C 3.383 -9.184 -1.288  -0.08
10 H 4.330 -14.942 -3.857  0.10
11 H 5.151 -14.554 -5.373  0.08
12 H 3.472 -14.988 -5.436  0.09
13 H 2.667 -12.754 -6.160  0.11
14 H 4.253 -12.362 -6.558  0.10
15 H 2.708 -10.730 -4.501  0.12
16 H 3.002 -10.284 -6.222  0.10
17 H 4.407 -9.247 -4.764  0.07
18 H 6.426 -10.000 -4.013  0.11
19 H 5.867 -11.601 -4.200  0.10
20 H 5.501 -10.770 -1.897  0.12
21 H 4.095 -11.451 -2.719  0.11
22 H 2.469 -9.773 -1.353  0.09
23 H 3.190 -8.127 -1.106  0.07
24 H 3.963 -9.476 -0.412  0.08
25 C 7.896 -12.956 -5.873  -0.09
26 O 8.444 -11.678 -5.564  -0.16
27 C 8.033 -10.812 -6.592  -0.24
28 C 8.586 -9.404 -6.301  -0.15
29 N 8.346 -8.530 -7.511  -0.07
30 C 8.821 -7.110 -7.373  -0.14
31 C 8.468 -6.352 -8.694  -0.17
32 O 7.150 -5.769 -8.518  -0.20
33 C 6.682 -5.061 -9.653  -0.11
34 H 6.810 -12.949 -5.969  0.06
35 H 8.231 -13.672 -5.122  0.10
36 H 8.302 -13.254 -6.840  0.08
37 H 6.949 -10.711 -6.626  0.09
38 H 8.445 -11.082 -7.565  0.10
39 H 9.656 -9.569 -6.168  0.12
40 H 8.206 -8.944 -5.388  0.11
41 H 7.340 -8.502 -7.589  0.07
42 H 9.888 -7.169 -7.156  0.12
43 H 8.305 -6.594 -6.563  0.11
44 H 8.561 -7.072 -9.507  0.10
45 H 9.166 -5.540 -8.898  0.12
46 H 5.820 -4.442 -9.404  0.09
47 H 6.273 -5.791 -10.352  0.07
48 H 7.429 -4.442 -10.148  0.08
49 C 5.030 -2.549 -5.305  -0.13
50 O 3.988 -3.156 -4.654  -0.21
51 C 4.033 -3.126 -3.247  -0.21
52 C 2.766 -3.713 -2.583  -0.19
53 N 2.717 -3.679 -1.120  -0.05
54 C 3.695 -4.558 -0.451  -0.16
55 C 3.875 -4.149 1.070  -0.25
56 O 2.907 -4.647 1.908  -0.21
57 C 2.888 -4.032 3.176  -0.10
58 H 4.855 -2.448 -6.376  0.09
59 H 5.938 -3.135 -5.163  0.09
60 H 5.145 -1.554 -4.875  0.09
61 H 4.222 -2.090 -2.964  0.12
62 H 4.930 -3.608 -2.859  0.11
63 H 2.584 -4.741 -2.895  0.10
64 H 1.930 -3.212 -3.070  0.11
65 H 1.772 -3.794 -0.783  0.11
66 H 4.689 -4.461 -0.888  0.11
67 H 3.441 -5.615 -0.379  0.10
68 H 3.967 -3.068 1.177  0.12
69 H 4.783 -4.652 1.403  0.12
70 H 2.177 -4.569 3.804  0.08
71 H 2.692 -2.961 3.114  0.09
72 H 3.900 -4.157 3.561  0.09
73 C -0.282 -7.752 -2.713  -0.09
74 O 0.063 -7.245 -1.422  -0.20
75 C -0.502 -7.922 -0.357  -0.28
76 C -0.119 -7.335 0.961  -0.17
77 N -0.779 -5.995 1.212  -0.04
78 C -0.720 -5.643 2.628  -0.20
79 C -1.693 -6.401 3.610  -0.18
80 O -1.379 -7.784 3.902  -0.22
81 C -2.186 -8.365 4.935  -0.10
82 H 0.341 -8.630 -2.885  0.08
83 H -0.072 -7.051 -3.521  0.06
84 H -1.336 -8.014 -2.805  0.09
85 H -0.183 -8.962 -0.413  0.12
86 H -1.585 -7.933 -0.475  0.12
87 H 0.955 -7.215 1.108  0.12
88 H -0.484 -8.065 1.684  0.11
89 H -0.223 -5.334 0.689  0.09
90 H -0.968 -4.581 2.634  0.12
91 H 0.287 -5.779 3.023  0.09
92 H -2.730 -6.257 3.308  0.11
93 H -1.636 -5.924 4.589  0.11
94 H -3.243 -8.102 4.881  0.08
95 H -1.814 -7.983 5.885  0.08
96 H -1.997 -9.439 4.932  0.09
97 C 1.003 -7.950 -19.440  -0.13
98 O 0.476 -8.475 -18.237  -0.18
99 C 0.316 -7.441 -17.260  -0.21
100 C -0.427 -7.988 -16.029  -0.18
101 N 0.488 -8.799 -15.230  -0.07
102 C -0.224 -9.339 -14.068  -0.17
103 C 0.726 -10.102 -13.102  -0.22
104 O 1.280 -11.132 -13.870  -0.19
105 C 1.978 -12.149 -13.147  -0.06
106 H 1.740 -7.153 -19.343  0.09
107 H 0.279 -7.445 -20.080  0.08
108 H 1.307 -8.802 -20.048  0.09
109 H -0.213 -6.594 -17.698  0.12
110 H 1.263 -6.945 -17.050  0.11
111 H -1.232 -8.644 -16.358  0.12
112 H -0.796 -7.144 -15.447  0.12
113 H 0.778 -9.562 -15.826  0.12
114 H -0.888 -10.140 -14.392  0.12
115 H -0.766 -8.572 -13.514  0.12
116 H 0.235 -10.325 -12.155  0.10
117 H 1.537 -9.445 -12.789  0.10
118 H 1.374 -12.666 -12.402  0.08
119 H 2.857 -11.652 -12.736  0.07
120 H 2.441 -12.840 -13.852  0.09
121 C 3.308 -7.054 -4.821  -0.08
122 O 3.286 -7.744 -6.085  -0.22
123 C 4.154 -7.103 -7.084  -0.15
124 C 4.240 -8.111 -8.238  -0.19
125 N 5.123 -9.209 -7.886  -0.04
126 C 4.976 -10.356 -8.803  -0.16
127 C 5.438 -10.019 -10.263  -0.20
128 O 5.022 -11.055 -11.126  -0.18
129 C 5.649 -10.891 -12.391  -0.09
130 H 4.330 -6.801 -4.540  0.09
131 H 2.913 -7.692 -4.030  0.08
132 H 2.789 -6.097 -4.779  0.06
133 H 5.129 -6.893 -6.646  0.11
134 H 3.916 -6.111 -7.468  0.11
135 H 4.573 -7.633 -9.159  0.10
136 H 3.216 -8.454 -8.382  0.11
137 H 4.804 -9.547 -6.989  0.04
138 H 3.937 -10.685 -8.802  0.10
139 H 5.585 -11.188 -8.451  0.10
140 H 6.525 -9.968 -10.201  0.10
141 H 5.223 -9.030 -10.668  0.10
142 H 5.489 -11.746 -13.049  0.06
143 H 6.716 -10.677 -12.344  0.08
144 H 5.182 -10.070 -12.934  0.07
145 C 13.918 -14.986 -19.119  -0.12
146 O 13.468 -14.846 -17.782  -0.21
147 C 13.575 -16.062 -16.964  -0.19
148 C 13.292 -15.669 -15.515  -0.23
149 N 11.897 -15.281 -15.246  -0.05
150 C 11.795 -14.899 -13.821  -0.19
151 C 10.462 -14.128 -13.440  -0.21
152 O 10.358 -13.010 -14.266  -0.19
153 C 9.182 -12.208 -14.009  -0.08
154 H 14.987 -15.184 -19.201  0.08
155 H 13.594 -14.183 -19.781  0.08
156 H 13.368 -15.833 -19.530  0.08
157 H 14.553 -16.525 -17.099  0.12
158 H 12.819 -16.780 -17.281  0.12
159 H 13.947 -14.814 -15.349  0.12
160 H 13.527 -16.550 -14.918  0.12
161 H 11.776 -14.424 -15.766  0.09
162 H 12.674 -14.309 -13.561  0.10
163 H 11.911 -15.784 -13.195  0.11
164 H 10.572 -13.693 -12.447  0.10
165 H 9.619 -14.819 -13.435  0.12
166 H 9.198 -11.776 -13.009  0.05
167 H 8.241 -12.732 -14.176  0.07
168 H 9.246 -11.397 -14.735  0.09
169 C 1.361 -4.042 -6.310  -0.09
170 O 0.910 -5.297 -6.874  -0.24
171 C -0.373 -5.710 -6.291  -0.17
172 C -0.734 -7.134 -6.689  -0.18
173 N 0.234 -8.147 -6.134  -0.02
174 C -0.087 -9.524 -6.556  -0.19
175 C -0.076 -9.806 -8.060  -0.22
176 O -0.352 -11.181 -8.211  -0.16
177 C -0.471 -11.557 -9.529  -0.14
178 H 0.765 -3.186 -6.625  0.09
179 H 2.346 -3.866 -6.742  0.07
180 H 1.591 -4.109 -5.247  0.05
181 H -1.062 -4.964 -6.687  0.12
182 H -0.244 -5.628 -5.212  0.10
183 H -0.798 -7.155 -7.776  0.08
184 H -1.726 -7.378 -6.309  0.12
185 H 1.125 -7.835 -6.493  0.07
186 H -1.059 -9.786 -6.137  0.12
187 H 0.587 -10.217 -6.052  0.10
188 H 0.847 -9.475 -8.535  0.11
189 H -0.852 -9.153 -8.460  0.11
190 H 0.382 -11.352 -10.176  0.07
191 H -1.372 -11.124 -9.961  0.09
192 H -0.649 -12.629 -9.618  0.09
193 C 4.129 -7.620 -12.981  -0.11
194 C 3.826 -7.511 -14.447  -0.29
195 O 2.528 -6.938 -14.467  -0.11
196 H 3.477 -8.386 -12.562  0.07
197 H 4.139 -6.682 -12.425  0.07
198 H 5.149 -7.969 -12.820  0.04
199 H 3.859 -8.465 -14.973  0.12
200 H 4.514 -6.818 -14.932  0.10
201 H 1.872 -7.598 -14.702  0.01
202 C 8.188 -13.112 -10.075  -0.06
203 C 6.984 -14.023 -9.897  -0.28
204 O 7.388 -15.267 -10.454  -0.10
205 H 8.043 -12.154 -9.576  0.05
206 H 8.391 -13.010 -11.141  0.06
207 H 9.060 -13.429 -9.503  0.08
208 H 6.146 -13.724 -10.527  0.10
209 H 6.617 -14.220 -8.890  0.11
210 H 8.066 -15.658 -9.898  0.10
211 C 3.197 -13.568 -8.873  -0.07
212 C 2.857 -14.368 -10.148  -0.34
213 O 1.492 -14.548 -10.225  -0.05
214 H 4.203 -13.168 -8.746  0.05
215 H 2.966 -14.157 -7.986  0.06
216 H 2.539 -12.699 -8.867  0.07
217 H 3.430 -15.295 -10.128  0.11
218 H 3.309 -13.835 -10.984  0.08
219 H 1.268 -15.330 -9.714  0.10
220 C 0.944 -6.049 -9.820  -0.07
221 C 1.096 -5.734 -11.294  -0.32
222 O 0.811 -4.384 -11.623  -0.07
223 H -0.011 -5.714 -9.416  0.07
224 H 1.714 -5.530 -9.249  0.07
225 H 1.043 -7.088 -9.504  0.06
226 H 0.434 -6.297 -11.953  0.10
227 H 2.095 -6.003 -11.637  0.08
228 H 1.163 -4.170 -12.490  0.08
229 C 10.995 -10.433 -11.329  -0.07
230 C 9.980 -9.595 -10.487  -0.29
231 O 10.192 -9.837 -9.078  -0.10
232 H 10.962 -11.508 -11.154  0.06
233 H 11.964 -10.081 -10.975  0.07
234 H 11.013 -10.186 -12.391  0.07
235 H 8.983 -9.827 -10.863  0.08
236 H 10.105 -8.533 -10.697  0.09
237 H 9.513 -9.458 -8.514  -0.01
238 C 5.912 -14.430 -13.892  -0.08
239 C 5.143 -15.461 -13.056  -0.32
240 O 5.956 -16.512 -12.595  -0.06
241 H 6.170 -14.713 -14.912  0.08
242 H 6.726 -14.055 -13.272  0.05
243 H 5.250 -13.574 -14.023  0.05
244 H 4.294 -15.780 -13.661  0.12
245 H 4.744 -14.830 -12.261  0.07
246 H 6.525 -16.116 -11.931  0.03
247 C 7.388 -5.955 -13.329  -0.07
248 C 8.089 -7.162 -12.650  -0.33
249 O 7.952 -8.295 -13.449  -0.08
250 H 7.465 -5.052 -12.723  0.06
251 H 6.399 -6.150 -13.742  0.05
252 H 7.991 -5.690 -14.197  0.07
253 H 7.408 -7.362 -11.822  0.09
254 H 9.104 -6.919 -12.337  0.11
255 H 8.368 -8.139 -14.300  0.09

(2)
Below is C2H3N5O in the gas phase at a distorted geometry, with properties calculated with ωB97M-V/def2-TZVPD.

Values from the calculation:
ΔE to the lowest compared entry with this formula, charge and spin in eV: 3.3853
Spin multiplicity: 1
LUMO in eV: -0.2
E_HOMO in eV: -9.53
Max |F| in eV/Å: 4.33
SMILES: [H]/N=c1\nn[nH]n1C=O
Total energy in hartree: -426.93321

Last column: Löwdin charge in e.
Atoms and positions in Å:
1 C -0.900 -0.249 -0.631  -0.42
2 C 1.201 -1.172 0.352  -0.34
3 H -1.986 -0.730 -2.013  0.08
4 H 0.687 1.311 1.742  0.21
5 H 1.055 -2.193 0.097  0.14
6 N -1.237 -1.150 -1.418  0.15
7 N -1.459 1.085 -0.406  0.06
8 N -0.652 1.764 0.253  0.01
9 N 0.361 0.979 0.762  0.02
10 N 0.190 -0.327 0.280  0.00
11 O 2.252 -0.790 0.695  0.09

(3)
Below is a 3-piece molecular cluster, C16H35BBrN2O11P overall at a distorted geometry, with properties calculated with ωB97M-V/def2-TZVPD.

Values from the calculation:
Spin multiplicity: 1
LUMO in eV: 0.2
E_HOMO in eV: -9.37
Max |F| in eV/Å: 2.27
SMILES: [H]/N=C\CCO[C@@H]([C@H](CB(O)O)OCCCCN)P(O)Br.COC(=O)OC.COC(=O)OC
Total energy in hartree: -4508.06750

Last column: Löwdin charge in e.
Atoms and positions in Å:
1 N 6.380 -4.672 1.576  0.07
2 C 5.179 -4.411 1.924  -0.25
3 C 4.627 -2.997 2.263  -0.13
4 C 3.160 -2.916 1.692  -0.21
5 O 2.647 -1.627 2.036  -0.19
6 C 1.693 -1.169 1.075  -0.46
7 C 0.396 -0.631 1.742  -0.34
8 C 0.786 0.160 3.046  -0.01
9 B 0.567 -0.673 4.402  -0.54
10 O 1.105 -1.944 4.684  0.14
11 O -0.283 -0.077 5.401  0.10
12 O -0.493 -1.727 2.029  -0.13
13 C -1.851 -1.298 2.018  -0.22
14 C -2.671 -1.845 0.784  -0.16
15 C -3.415 -3.152 1.247  -0.21
16 C -3.756 -4.148 0.097  -0.27
17 N -4.317 -5.375 0.748  -0.03
18 P 2.624 0.054 -0.017  0.68
19 O 2.898 -0.805 -1.472  -0.37
20 Br 1.290 1.773 -0.623  0.45
21 H 6.878 -3.772 1.571  0.04
22 H 4.475 -5.265 2.006  0.11
23 H 5.286 -2.222 1.822  0.12
24 H 4.571 -2.871 3.367  0.12
25 H 2.527 -3.666 2.219  0.14
26 H 3.244 -3.100 0.600  0.13
27 H 1.407 -2.041 0.436  0.13
28 H -0.166 0.051 1.072  0.09
29 H 1.836 0.530 3.043  0.12
30 H 0.128 1.060 3.081  0.11
31 H 0.342 -2.481 4.924  0.10
32 H -1.153 -0.073 4.984  0.08
33 H -2.343 -1.744 2.919  0.12
34 H -1.979 -0.195 2.135  0.13
35 H -2.055 -1.966 -0.128  0.11
36 H -3.452 -1.073 0.584  0.11
37 H -2.747 -3.687 1.958  0.11
38 H -4.361 -2.835 1.736  0.12
39 H -2.877 -4.483 -0.491  0.11
40 H -4.544 -3.760 -0.586  0.11
41 H -3.650 -6.132 0.709  0.05
42 H -5.206 -5.629 0.341  0.05
43 H 2.025 -1.028 -1.831  0.04
44 C -2.885 7.888 0.581  -0.04
45 O -2.967 6.474 0.753  0.00
46 C -2.105 5.785 0.004  -0.62
47 O -1.309 6.249 -0.764  0.13
48 O -2.283 4.486 0.258  0.01
49 C -1.419 3.626 -0.482  -0.10
50 H -3.627 8.339 1.236  0.09
51 H -1.899 8.254 0.866  0.10
52 H -3.114 8.164 -0.448  0.10
53 H -0.378 3.829 -0.238  0.02
54 H -1.591 3.737 -1.554  0.10
55 H -1.650 2.602 -0.198  0.07
56 C -0.305 1.941 -7.923  -0.04
57 O -0.015 1.350 -6.656  0.00
58 C 0.872 2.033 -5.929  -0.62
59 O 1.411 3.055 -6.252  0.13
60 O 1.052 1.380 -4.779  0.00
61 C 1.984 2.003 -3.893  -0.08
62 H -1.032 1.302 -8.420  0.09
63 H -0.739 2.932 -7.795  0.10
64 H 0.594 1.992 -8.538  0.10
65 H 1.639 2.997 -3.606  0.09
66 H 2.972 2.058 -4.350  0.10
67 H 2.045 1.385 -2.998  -0.02

How do the records compare in frontier orbital gap? In the order shown, they have 9.33; 9.36; 9.60 eV.